# 1
9 unconnected molecules or ions with the total composition C29H36F6O27, computed with the ωB97M-V functional and the def2-TZVPD basis.

The geometry in ORCA input format:
```
! wB97M-V def2-TZVPD RIJCOSX def2/J DEFGRID3
* xyz 0 1
O -22.977 -2.786 -33.292
C -22.969 -3.214 -34.413
O -22.278 -2.698 -35.425
C -22.337 -3.586 -36.505
C -23.577 -4.445 -36.220
F -23.358 -5.713 -36.638
O -23.594 -4.321 -34.891
H -22.284 -3.041 -37.448
H -21.469 -4.245 -36.536
H -24.466 -4.014 -36.680
O -29.747 5.826 -28.907
C -29.475 5.435 -30.071
O -29.651 4.277 -30.586
C -29.115 4.280 -31.910
C -29.096 5.715 -32.299
F -30.308 6.036 -32.832
O -28.988 6.273 -31.025
H -28.114 3.860 -32.009
H -29.648 3.661 -32.631
H -28.381 6.106 -33.022
O -16.519 12.327 -35.937
C -15.462 12.905 -36.191
O -14.619 12.674 -37.185
C -13.319 13.082 -36.783
C -13.725 14.322 -35.927
F -14.033 15.330 -36.786
O -14.959 13.918 -35.491
H -12.690 12.399 -36.212
H -12.725 13.535 -37.577
H -13.033 14.650 -35.152
O -16.141 0.596 -32.114
C -16.242 -0.212 -31.183
O -15.393 -1.176 -30.939
C -15.987 -2.103 -30.115
C -17.059 -1.348 -29.409
F -16.526 -1.008 -28.247
O -17.208 -0.193 -30.233
H -16.306 -2.898 -30.788
H -15.242 -2.442 -29.396
H -17.996 -1.856 -29.183
O -20.269 12.742 -28.121
C -19.519 11.770 -28.075
O -18.437 11.504 -28.793
C -17.895 10.263 -28.429
C -18.715 9.829 -27.277
F -18.015 9.879 -26.125
O -19.796 10.710 -27.294
H -17.975 9.496 -29.199
H -16.883 10.462 -28.076
H -19.131 8.828 -27.391
O -23.624 16.429 -35.539
C -24.032 16.863 -34.460
O -24.011 16.192 -33.229
C -24.334 17.109 -32.205
C -24.787 18.401 -32.946
F -24.018 19.494 -32.613
O -24.461 18.092 -34.285
H -25.029 16.598 -31.538
H -23.472 17.135 -31.539
H -25.855 18.599 -32.857
C -20.145 4.131 -37.662
C -19.208 5.352 -37.575
C -18.482 5.618 -36.215
O -17.094 5.644 -36.610
C -16.920 5.195 -37.784
O -15.842 4.916 -38.212
O -18.131 5.040 -38.384
H -20.682 4.191 -38.609
H -20.868 4.167 -36.848
H -19.579 3.202 -37.722
H -19.691 6.230 -38.003
H -18.780 4.785 -35.577
H -18.781 6.536 -35.710
C -24.515 4.486 -23.188
C -24.208 3.871 -24.558
C -22.764 3.433 -24.673
O -22.934 2.135 -25.085
C -24.165 1.690 -25.033
O -24.487 0.511 -25.182
O -24.929 2.695 -24.672
H -25.540 4.852 -23.255
H -23.814 5.302 -23.017
H -24.457 3.778 -22.361
H -24.413 4.533 -25.399
H -22.286 3.546 -23.700
H -22.340 3.930 -25.546
C -22.753 8.904 -32.657
O -22.958 7.477 -32.716
C -22.416 6.635 -31.735
O -22.036 6.932 -30.631
O -22.491 5.453 -32.181
C -21.813 4.388 -31.626
H -22.761 9.348 -31.662
H -23.500 9.499 -33.182
H -21.794 9.158 -33.108
H -22.348 3.613 -31.076
H -20.884 4.671 -31.132
H -21.484 3.737 -32.437
*
```

## Properties
**E**: -102240.8956 eV
**SMILES string**: O=C1OC[C@@H](F)O1.O=C1OC[C@@H](F)O1.O=C1OC[C@@H](F)O1.O=C1OC[C@@H](F)O1.O=C1OC[C@@H](F)O1.O=C1OC[C@@H](F)O1.C[C@H]1COC(=O)O1.C[C@H]1COC(=O)O1.COC(=O)OC
**LUMO**: -0.09 eV
**HOMO energy**: -10.810 eV

Here are the Mulliken charges for atoms 1 to 6, given in e: -0.51 0.68 -0.32 -0.45 0.34 -0.28


# 2
A molecular structure, C29H36Ge2N3O5Re, computed with the ωB97M-V functional and the def2-TZVPD basis.

The geometry in ORCA input format:
```
! wB97M-V def2-TZVPD RIJCOSX def2/J DEFGRID3
* xyz 3 4
Re 1.853 -0.145 1.144
O 3.663 3.481 0.129
C 3.139 2.443 0.673
O 2.667 1.477 0.022
C 3.110 2.387 2.150
C 3.623 3.278 3.067
C 3.506 2.944 4.424
C 2.914 1.751 4.813
C 2.432 0.904 3.821
N 2.523 1.247 2.544
C 1.802 -0.462 4.012
O 1.547 -0.939 5.061
O 1.567 -1.068 2.813
H 3.682 3.445 -0.845
H 4.103 4.195 2.752
H 3.898 3.621 5.172
H 2.829 1.460 5.852
C 1.049 2.076 -4.332
C 1.665 1.836 -2.935
Ge 1.076 0.070 -2.409
C 1.921 -1.486 -3.173
C 1.088 -1.833 -4.434
C -0.742 -0.046 -1.885
C -1.469 0.325 -0.820
Ge -0.706 0.773 0.965
C -1.416 -0.271 2.482
C -2.913 -0.580 2.546
C -0.339 2.687 1.279
C -1.561 3.565 1.569
C -2.941 0.341 -0.870
C -3.666 -0.395 -1.815
C -5.044 -0.299 -1.870
C -5.726 0.536 -0.990
C -5.023 1.264 -0.042
C -3.644 1.154 0.019
H 1.261 3.098 -4.644
H -0.036 1.959 -4.332
H 1.476 1.413 -5.085
H 1.284 2.567 -2.220
H 2.753 1.889 -2.977
H 1.904 -2.330 -2.486
H 2.956 -1.263 -3.430
H 0.066 -2.113 -4.177
H 1.543 -2.692 -4.926
H 1.062 -1.021 -5.162
H -1.298 -0.346 -2.783
H -1.105 0.286 3.373
H -0.853 -1.206 2.514
H -3.514 0.312 2.711
H -3.094 -1.254 3.384
H -3.275 -1.063 1.640
H 0.194 3.070 0.403
H 0.343 2.736 2.131
H -2.229 3.632 0.711
H -1.237 4.578 1.806
H -2.130 3.198 2.424
H -3.171 -1.075 -2.497
H -5.593 -0.879 -2.600
H -6.804 0.609 -1.041
H -5.547 1.913 0.648
H -3.123 1.741 0.769
N -2.121 -4.347 -0.159
C -1.061 -4.439 -0.998
O -1.092 -4.839 -2.137
C 0.260 -3.908 -0.483
C 1.422 -4.652 -0.676
C 2.643 -4.097 -0.325
C 2.672 -2.793 0.126
N 1.553 -2.051 0.263
C 0.359 -2.624 0.007
H -2.978 -4.774 -0.483
H -1.971 -4.355 0.838
H 1.355 -5.646 -1.101
H 3.567 -4.649 -0.424
H 3.614 -2.313 0.370
H -0.523 -2.014 0.137
*
```

## Properties
**Energy above the lowest of the compared OMol25 structures with the same formula, charge and spin**: 0.00 kcal per mole
**E**: -160500.3079 eV
**⟨S²⟩**: 3.790
**LUMO (alpha / beta)**: -10.30 / -10.71 eV
**HOMO energy (alpha / beta)**: -16.168 / -16.163 eV

Here are the Mulliken charges for atoms 1 to 6, given in e: 0.47 -0.39 0.17 -0.54 0.60 -0.47


# 3
A single C29H36N4O2 molecule, computed with the ωB97M-V functional and the def2-TZVPD basis.

The geometry in ORCA input format:
```
! wB97M-V def2-TZVPD RIJCOSX def2/J DEFGRID3
* xyz 0 1
C -2.552 1.162 4.371
C -1.245 1.841 4.084
C -0.794 2.870 4.900
C 0.395 3.508 4.604
C 1.177 3.137 3.521
C 2.398 3.951 3.198
C 0.765 2.054 2.725
N 1.537 1.678 1.621
C 2.887 1.199 1.831
C 2.930 -0.325 1.989
N 2.379 -0.965 0.809
C 2.562 -2.404 0.857
C 2.104 -3.106 -0.419
C 2.722 -2.484 -1.674
N 1.959 -2.854 -2.849
C 1.126 -1.988 -3.457
O 1.151 -0.788 -3.296
C 0.173 -2.654 -4.470
N -1.006 -1.858 -4.653
C -1.510 -1.449 -5.832
C -2.636 -0.687 -5.604
C -2.802 -0.612 -4.222
C -1.771 -1.339 -3.639
C -1.520 -1.603 -2.240
O -0.838 -2.546 -1.850
C -2.183 -0.686 -1.270
C -2.920 -1.273 -0.245
C -3.556 -0.497 0.704
C -3.437 0.882 0.645
C -2.675 1.465 -0.350
C -2.034 0.703 -1.322
C -1.175 1.387 -2.342
C 0.991 -0.560 0.656
C 0.926 0.964 0.523
C -0.461 1.448 3.013
H -3.370 1.880 4.317
H -2.548 0.739 5.375
H -2.740 0.365 3.656
H -1.382 3.183 5.750
H 0.719 4.337 5.219
H 3.270 3.610 3.757
H 2.622 3.896 2.136
H 2.225 4.992 3.468
H 3.316 1.655 2.720
H 3.486 1.474 0.956
H 3.969 -0.643 2.109
H 2.373 -0.610 2.902
H 3.633 -2.583 0.999
H 2.028 -2.853 1.716
H 1.019 -3.048 -0.509
H 2.376 -4.162 -0.349
H 2.691 -1.396 -1.595
H 3.760 -2.805 -1.800
H 1.781 -3.841 -2.954
H -0.103 -3.651 -4.108
H 0.689 -2.747 -5.430
H -1.046 -1.719 -6.761
H -3.258 -0.239 -6.353
H -3.590 -0.113 -3.692
H -2.992 -2.350 -0.211
H -4.135 -0.964 1.488
H -3.923 1.503 1.384
H -2.563 2.540 -0.371
H -0.336 0.764 -2.639
H -1.754 1.620 -3.235
H -0.793 2.323 -1.939
H 0.580 -0.996 -0.252
H 0.385 -0.905 1.513
H -0.108 1.289 0.411
H 1.478 1.239 -0.383
H -0.820 0.644 2.390
*
```

## Properties
**Energy above the lowest of the compared OMol25 structures with the same formula, charge and spin**: 0.00 kcal per mole
**E**: -40713.7744 eV
**SMILES string**: Cc1ccc(C)c(N2CCN(CCCNC(=O)Cn3cccc3C(=O)c3ccccc3C)CC2)c1
**LUMO**: 0.33 eV
**HOMO energy**: -7.397 eV

Here are the Mulliken charges for atoms 1 to 6, given in e: -1.76 0.58 -0.86 -0.65 0.77 -2.00